C42H112O14 | ωB97M-V with the def2-TZVPD basis set

Each line ends with the Löwdin charge.
Geometry (Å):
C: 3.33605 -0.10187 -2.38639  -0.499
H: 2.18017 2.17930 7.09541  0.103
H: 1.08634 -3.25610 -5.42969  0.085
H: -2.52976 -2.64778 2.34025  0.068
C: 3.86924 3.07374 2.70847  -0.041
H: -5.49810 3.13992 0.87907  0.119
H: 4.41049 -2.02584 -0.02458  0.066
H: 1.15235 2.70028 4.66659  0.174
H: 6.11215 2.19420 1.22765  0.076
C: -5.95501 -1.30055 0.19621  -0.524
C: 0.09537 4.37381 -2.34267  -0.054
H: -1.28027 2.68971 1.35548  0.067
O: -0.14817 1.81448 5.88295  0.283
H: 4.32253 4.01909 3.00669  0.090
H: 2.80641 3.14172 2.94056  0.052
C: -4.12188 1.29128 -4.00888  -0.051
C: -0.18842 3.04830 -4.43158  -0.015
C: -3.06118 4.38207 2.79541  -0.039
H: -4.74090 1.92916 -1.02568  0.075
H: -2.29968 2.11651 3.41618  0.108
H: 6.40232 -2.74967 4.23566  0.106
H: -1.74081 -5.37017 0.60955  0.034
H: 4.30104 2.26077 3.29219  0.078
C: 3.44393 -1.76804 3.76270  -0.039
C: 0.88560 -0.83173 -0.06918  -0.031
H: -0.89465 2.79627 -5.22267  0.081
H: -0.22985 0.73516 0.95290  0.101
H: 0.65057 -4.02286 3.80623  0.069
H: 3.77963 2.00812 -2.30636  0.077
C: 0.10398 -1.36935 -5.23280  -0.484
C: -0.89637 3.71106 -3.24023  -0.556
H: 1.02100 -1.26663 -1.05945  0.076
H: -6.73492 -3.23698 0.58727  0.088
C: 4.03694 2.82559 1.21884  -0.447
H: -5.06317 1.22501 -3.46329  0.080
H: 0.01693 -2.55916 3.08360  0.061
C: -0.67917 -1.55823 -6.52558  -0.042
H: -2.14168 5.11903 -3.10647  0.098
C: -0.86557 3.61860 1.74698  -0.023
H: -3.18029 5.17743 2.05967  0.080
C: -1.08871 0.41982 -1.00118  -0.026
H: 1.89682 0.49152 3.67017  0.092
H: -1.09661 4.63783 3.70809  0.141
H: -1.59845 3.06890 -2.70843  0.110
C: 7.48134 -0.77375 0.65643  -0.046
C: -0.21684 -3.36325 3.78138  -0.049
O: -1.71264 2.73890 3.85163  -0.091
H: -1.58573 -5.02866 4.10131  0.135
H: -3.55673 4.64492 3.72999  0.090
C: -1.41698 -4.27166 3.33543  -0.448
C: 5.98042 -0.68858 0.46250  -0.468
H: 5.87981 -2.55853 -0.77624  0.083
H: 0.63041 3.63566 -4.84707  0.091
H: -4.21798 0.63950 -6.66857  0.099
H: -4.78310 -1.48197 -3.86545  0.085
H: 5.55870 2.70576 -0.37138  0.077
H: 7.84486 0.11708 1.16865  0.080
H: -5.48556 5.57304 0.75983  0.087
H: -3.45012 -4.79106 -2.37897  0.077
H: 0.18260 -5.45718 -1.32256  0.090
H: -7.21484 -1.91631 1.80598  0.081
H: -3.62239 3.57990 2.31616  0.070
C: 4.51400 -2.81296 4.19046  -0.458
H: 4.26500 1.26411 -3.78584  0.094
O: -5.77580 -0.07137 0.81110  -0.040
O: 5.72496 -2.41155 3.64536  -0.060
O: -2.23808 -5.43095 -0.20937  -0.039
H: -0.17416 -5.46743 2.56060  0.105
H: -0.81309 2.19856 5.30679  0.096
H: 4.93787 -1.52069 -2.69861  0.063
H: -3.42017 -2.05780 -4.76165  0.068
H: 1.29430 -2.69115 -3.78451  0.049
H: 5.24889 1.10570 -2.38380  0.068
H: 5.74603 0.05232 -0.30186  0.119
O: 2.16293 0.20748 -3.01980  -0.064
C: 0.96968 0.64919 4.22121  0.025
H: 0.48667 5.28436 -2.79641  0.092
C: -1.76705 -4.42470 -1.02801  -0.514
H: -3.11840 -1.19814 -3.26936  0.060
H: 0.17640 -1.52058 0.38976  0.067
O: 5.41038 -0.35257 1.70999  -0.091
H: -3.87997 -1.62414 0.29951  0.066
C: -6.70530 3.88945 -0.66566  -0.055
C: -2.36947 -4.65431 -2.41877  -0.045
H: 7.71376 -1.58924 1.34131  0.081
H: -0.16343 -3.40256 -4.26765  0.049
O: -4.50019 0.02626 -5.98601  -0.031
C: -4.64864 -1.75360 -0.46238  -0.044
H: -2.68262 0.27756 -5.23928  0.118
H: 5.06597 -1.88156 6.09259  0.085
H: -0.43348 -2.91674 4.75184  0.074
H: -4.64523 -2.79997 -0.76769  0.084
H: -0.75899 0.16927 -2.00945  0.080
H: 2.00302 0.55560 6.68773  0.107
H: 1.80248 -0.76822 0.51681  0.065
H: -2.11021 -3.43544 -0.72519  0.111
O: -0.97450 -5.03302 2.25674  -0.067
H: -2.14866 -3.89751 -3.17151  0.053
C: 0.10720 0.51268 -0.05953  -0.453
H: 4.00234 0.85397 1.14396  0.046
H: -3.33335 -3.27729 3.86631  0.080
C: -0.23570 -4.49420 -1.02969  -0.045
H: -3.34769 -4.21029 2.42482  0.078
H: 0.24590 2.14542 -4.00229  0.062
H: -6.60276 4.21908 -1.69955  0.090
H: 5.57145 -1.11153 2.27536  0.035
C: -2.73475 -3.50327 2.98386  -0.024
O: 1.31594 -0.73561 -5.50255  -0.057
H: -7.36655 4.61340 -0.18949  0.084
H: -0.51558 -0.82555 -4.51969  0.114
H: 0.95733 3.77729 -2.04387  0.066
C: -6.44782 -2.36477 1.17458  -0.047
H: 1.70686 0.80946 -2.42716  0.070
H: -3.42529 1.49753 -3.19628  0.051
H: -1.85667 -0.31166 -0.74962  0.073
H: 4.31311 -3.80860 3.79494  0.141
H: 3.48129 3.60994 0.70488  0.142
H: -0.23781 -2.12455 -7.34569  0.086
O: -4.84958 5.10012 0.21809  -0.054
C: -4.41806 2.95785 -0.86545  -0.056
H: 0.70305 -0.29007 4.70576  0.100
C: -3.69394 0.12653 -4.86177  -0.515
C: 3.88811 -1.41640 -2.97287  -0.029
O: -1.65296 4.67010 -3.80017  -0.033
H: 5.91247 3.86089 0.83646  0.088
O: 3.43948 1.57308 0.84788  -0.078
C: -3.76248 -1.22428 -4.14833  -0.049
H: 1.69845 -0.41148 -4.68387  0.034
H: 0.15681 -3.71590 -1.68413  0.057
H: 5.65734 -2.79733 0.96587  0.078
H: -0.84954 4.40776 0.99526  0.086
H: -1.98136 -5.59245 -2.81547  0.084
H: -1.55430 1.40530 -0.98949  0.057
H: -4.28664 3.50101 -1.80130  0.086
H: -5.61511 -2.70547 1.78989  0.062
H: 3.22091 -0.19601 -1.30659  0.103
H: 3.63698 -0.77035 4.15697  0.073
C: 5.48514 -2.11164 0.13625  -0.041
H: -1.67113 -1.94836 -6.29771  0.066
H: -0.79720 -0.54883 -6.91963  0.077
H: -7.08460 2.86769 -0.68171  0.082
C: 4.20926 1.09172 -2.71100  -0.044
H: 0.17993 -4.32567 -0.03623  0.057
C: 2.17671 1.52606 6.22284  0.002
C: 1.07916 1.77162 5.23256  -0.390
H: 5.40279 -3.62263 6.01547  0.083
H: 3.40749 -2.33052 -2.62430  0.075
H: -4.15258 2.18049 -4.63854  0.088
H: 3.80329 -3.01661 6.31546  0.078
H: 1.73728 1.55313 0.09185  0.035
H: 3.98462 -1.42579 -4.05855  0.092
H: -4.48614 -1.18558 -1.37838  0.054
H: 0.18858 3.42846 1.94873  0.065
H: 2.46197 -2.07965 4.11874  0.058
H: -6.71461 -1.31450 -0.58540  0.134
H: 0.28309 0.85451 3.39991  0.086
C: -1.61982 3.94117 3.05309  -0.412
O: 0.96564 1.57609 -0.47879  -0.062
H: -3.48153 2.88546 -0.31249  0.063
C: 5.45251 2.88230 0.69897  -0.040
H: 7.98441 -0.95791 -0.29284  0.091
C: 4.70177 -2.84051 5.72400  -0.044
H: -6.58373 0.39360 1.04055  0.094
H: -0.31857 4.72309 -1.39676  0.061
H: 3.40437 -1.80607 2.67408  0.075
C: -5.36143 3.76339 -0.00450  -0.507
C: 0.59835 -2.70876 -4.62323  -0.042
H: 3.15219 1.63861 5.74969  0.100

HOMO-LUMO gap (spin up / spin down) in eV: 8.2 / 1.8
Charge: +1
HOMO energy (spin up / spin down) in eV: -10.649 / -10.649
2S+1: 2
Energy above the lowest of the compared OMol25 structures with the same formula, charge and spin in kcal per mole: 6.04